# 1
The following is a DFT calculation (ωB97M-V/def2-TZVPD) of a single C6H6O molecule.

Positions of all 13 atoms, in Å:
C  -1.80108  1.53657  -0.72675
C  -1.27346  0.45476  -0.77751
C  -0.60695  -0.84183  -0.65346
C  0.28782  -0.83423  0.61407
O  -0.38298  -0.30483  1.73016
C  1.54257  -0.10882  0.33389
C  2.54064  0.51162  0.07249
H  -2.28718  2.48652  -0.70656
H  -1.35890  -1.63364  -0.56650
H  0.00737  -1.05712  -1.53446
H  0.51646  -1.87277  0.87250
H  -0.61479  0.60989  1.50322
H  3.43048  1.05388  -0.16109

LUMO level	0.95	eV
Kohn-Sham gap	11.17	eV
max |F|	0.56	eV Å⁻¹
highest occupied orbital energy	-10.212	eV
M	94.11	g/mol
energy	-8362.7115	eV
spin multiplicity	1
relative energy (zero: lowest compared OMol25 entry of this formula, charge and spin)	3.795	eV
SMILES	C#CC[C@H](O)C#C


# 2
The following is a DFT calculation (ωB97M-V/def2-TZVPD) of a single C6H6O molecule at a distorted geometry.

Positions of all 13 atoms, in Å:
C  0.13801  -1.17447  -2.07289
C  0.57388  -0.53428  -1.15347
C  1.06209  0.20031  0.00420
C  -0.04684  0.90777  0.87968
O  0.40659  1.08758  2.19953
C  -1.29469  0.14194  0.67433
C  -1.95650  -0.50706  -0.10441
H  -0.15681  -1.75169  -2.90518
H  1.61014  -0.48978  0.65494
H  1.76962  0.95949  -0.34310
H  -0.19129  1.91709  0.48470
H  0.13605  0.31307  2.70539
H  -2.05025  -1.06998  -1.02372

LUMO level	0.76	eV
Kohn-Sham gap	10.62	eV
max |F|	1.23	eV Å⁻¹
highest occupied orbital energy	-9.857	eV
M	94.11	g/mol
energy	-8361.6978	eV
spin multiplicity	1
relative energy (zero: lowest compared OMol25 entry of this formula, charge and spin)	4.808	eV
SMILES	C#CC[C@H](O)C#C


# 3
The following is a DFT calculation (ωB97M-V/def2-TZVPD) of a single C6H6O2 molecule at a distorted geometry.

Positions of all 14 atoms, in Å:
C  -1.16905  -1.87949  0.36956
C  -0.04932  -1.20082  0.20558
C  1.16837  -1.13926  -0.33491
C  1.66173  0.20537  -0.29358
O  2.80178  0.58856  -0.30370
C  0.43179  1.15711  0.47439
C  -0.81536  1.54573  -0.28504
O  0.91293  2.02578  1.19705
H  -1.38531  -2.88688  0.02536
H  -2.03624  -1.43033  0.84101
H  1.88028  -1.95025  -0.45413
H  -0.58033  2.10567  -1.19305
H  -1.38242  0.67375  -0.59404
H  -1.43886  2.18506  0.34550

LUMO level (alpha / beta)	-1.99 / -1.43	eV
Kohn-Sham gap (alpha / beta)	6.93 / 7.51	eV
max |F|	5.58	eV Å⁻¹
highest occupied orbital energy (alpha / beta)	-8.925 / -8.930	eV
M	110.11	g/mol
energy	-10408.6886	eV
spin multiplicity	1
relative energy (zero: lowest compared OMol25 entry of this formula, charge and spin)	4.721	eV
SMILES	C=C=CC(=O)C(C)=O


# 4
The following is a DFT calculation (ωB97M-V/def2-TZVPD) of a single C6H6O2 molecule at a distorted geometry.

Positions of all 14 atoms, in Å:
O  -2.34855  -0.59564  -0.44848
C  -1.14929  -0.30434  -0.16789
O  -0.80126  0.85679  -0.47710
C  0.68597  1.18190  0.15937
C  1.58987  0.38209  -0.75522
C  1.29932  -0.90098  -0.55106
C  0.20116  -0.94137  0.49358
C  0.54051  0.22401  1.49739
H  0.84018  2.22698  0.37449
H  2.33023  0.77604  -1.34464
H  1.95001  -1.83015  -0.76744
H  -0.11868  -1.80956  1.02436
H  -0.30937  0.55314  1.96286
H  1.50082  0.14649  2.09794

LUMO level	0.59	eV
Kohn-Sham gap	10.03	eV
max |F|	6.55	eV Å⁻¹
highest occupied orbital energy	-9.438	eV
M	110.11	g/mol
energy	-10411.3822	eV
spin multiplicity	1
relative energy (zero: lowest compared OMol25 entry of this formula, charge and spin)	2.027	eV
SMILES	O=C1O[C@@H]2C=C[C@H]1C2


# 5
The following is a DFT calculation (ωB97M-V/def2-TZVPD) of a single C6H6O2 molecule at a distorted geometry.

Positions of all 14 atoms, in Å:
C  0.73584  1.35747  -0.24364
C  1.59630  0.34490  0.12238
C  1.43922  -0.99923  -0.03741
O  0.22014  -1.74872  -0.23899
C  -1.03796  -1.43459  -0.12171
C  -1.87296  -0.41524  0.19860
O  -1.62693  0.80163  -0.13785
C  -0.46188  1.50317  -0.13272
H  1.22933  2.29077  -0.24214
H  2.70309  0.52882  0.25822
H  2.32677  -1.75055  0.41606
H  -1.61138  -2.53628  -0.47786
H  -2.94996  -0.54268  0.54734
H  -0.68964  2.60052  0.08972

LUMO level	0.76	eV
Kohn-Sham gap	8.87	eV
max |F|	12.20	eV Å⁻¹
highest occupied orbital energy	-8.117	eV
M	110.11	g/mol
energy	-10407.7443	eV
spin multiplicity	1
relative energy (zero: lowest compared OMol25 entry of this formula, charge and spin)	5.665	eV
SMILES	c1ccoccoc1


# 6
The following is a DFT calculation (ωB97M-V/def2-TZVPD) of a single C6H6O2 molecule at a distorted geometry.

Positions of all 14 atoms, in Å:
C  -0.48386  -0.59484  1.20447
C  0.62511  -1.49508  0.70399
C  1.38972  -0.91527  -0.27610
C  0.72295  0.38947  -0.63137
C  -0.77762  1.44131  -0.98279
C  -0.76292  0.08517  -0.22805
H  0.98142  -2.43481  1.31119
H  2.18577  -1.40261  -0.87692
H  0.95731  1.32958  0.14543
H  -1.58268  1.75688  -1.64406
H  -0.52781  2.24467  -0.28330
H  -0.92896  -0.72560  -0.94364
O  -0.94405  -0.25950  2.29415
O  0.27339  0.98043  -1.85036

LUMO level	-0.08	eV
Kohn-Sham gap	9.49	eV
max |F|	3.68	eV Å⁻¹
highest occupied orbital energy	-9.567	eV
M	110.11	g/mol
energy	-10409.2380	eV
spin multiplicity	1
relative energy (zero: lowest compared OMol25 entry of this formula, charge and spin)	4.171	eV


# 7
The following is a DFT calculation (ωB97M-V/def2-TZVPD) of a 2-piece molecular cluster, C6H6O2S overall at a distorted geometry.

Positions of all 15 atoms, in Å:
C  -1.25628  -2.37425  0.77330
C  -1.45850  -1.19829  1.42557
C  0.07633  -2.37714  0.42112
C  -0.25315  -0.53568  1.45731
C  1.67142  1.22395  -0.39371
C  1.11857  1.68604  0.71888
O  -1.97902  2.04711  1.32675
O  0.65458  -1.27109  0.72332
S  0.18236  1.02269  2.09009
H  -1.90958  -3.24976  0.75628
H  -2.36251  -1.00217  1.91176
H  0.48263  -3.02745  -0.26369
H  2.17668  1.94483  -0.88039
H  1.71098  0.16565  -0.74063
H  1.22197  2.73521  0.87944

LUMO level (alpha / beta)	-1.56 / -1.44	eV
Kohn-Sham gap (alpha / beta)	6.85 / 7.00	eV
max |F|	4.03	eV Å⁻¹
highest occupied orbital energy (alpha / beta)	-8.403 / -8.446	eV
M	142.18	g/mol
energy	-21242.0457	eV
spin multiplicity	1
relative energy (zero: lowest compared OMol25 entry of this formula, charge and spin)	6.713	eV


# 8
The following is a DFT calculation (ωB97M-V/def2-TZVPD) of a 2-piece molecular cluster, C6H6O2S overall at a distorted geometry.

Positions of all 15 atoms, in Å:
C  0.58327  -0.29910  -3.80494
C  0.99087  -0.22291  -2.67682
C  1.75044  -0.11352  -0.24961
C  1.33625  -0.25816  -1.37908
C  -0.27659  0.67452  0.75363
C  -1.18141  -0.36423  0.36240
O  -0.09588  0.31571  4.49684
O  0.03976  0.93298  2.08795
S  -0.29134  -0.26319  3.14479
H  -0.06732  -0.22464  -4.70837
H  1.85175  0.03499  0.79961
H  -0.31449  1.62484  0.28902
H  -0.65407  -1.33220  0.44493
H  -1.54773  -0.16781  -0.64286
H  -2.12350  -0.33728  1.08251

LUMO level (alpha / beta)	0.69 / -1.23	eV
Kohn-Sham gap (alpha / beta)	7.89 / 8.66	eV
max |F|	2.92	eV Å⁻¹
highest occupied orbital energy (alpha / beta)	-7.202 / -9.890	eV
M	142.18	g/mol
energy	-21241.4035	eV
spin multiplicity	3
relative energy (zero: lowest compared OMol25 entry of this formula, charge and spin)	5.530	eV